1.
Computed, not measured: a structure of composition C37H41NO4PRuS4SeSi2 at a distorted geometry, with ωB97M-V/def2-TZVPD.

```
92
Properties=species:S:1:pos:R:3
Ru -1.44137 -0.19425 0.79971
C 0.83959 -2.73149 4.80684
Si -0.11496 -2.24212 3.21061
C -1.92905 -2.24420 3.73852
C 0.20839 -3.82802 2.20633
N 0.28254 -0.76528 2.42366
C 1.15900 0.18912 2.83492
C 2.12992 -0.03572 3.83971
C 3.02553 0.92291 4.27393
C 3.00969 2.19687 3.73350
C 2.09459 2.46658 2.72382
C 1.21762 1.49929 2.26782
O 0.42269 1.74509 1.15687
C 0.29507 3.05267 0.74188
C 0.76395 3.39520 -0.51929
C 0.57312 4.67937 -1.00116
C -0.07956 5.62522 -0.22443
C -0.54339 5.27520 1.03637
C -0.35349 3.99446 1.52694
H 0.43103 -3.67434 5.18242
H 0.75442 -1.98865 5.60445
H 1.90252 -2.89957 4.60627
H -2.21476 -3.21593 4.15474
H -2.55719 -2.05829 2.86410
H -2.15058 -1.47049 4.47515
H -0.35489 -4.65783 2.64280
H 1.26314 -4.11643 2.21438
H -0.12576 -3.71251 1.18139
H 2.17022 -1.01864 4.27762
H 3.74751 0.66311 5.04159
H 3.69673 2.96218 4.07374
H 2.07607 3.44729 2.26740
H 1.22360 2.63686 -1.14084
H 0.90278 4.92386 -2.00378
H -0.24693 6.62341 -0.61170
H -1.08832 5.99810 1.63130
H -0.74468 3.69221 2.49004
O -3.19935 -3.41176 -1.50598
S -2.15734 -2.59160 -0.92952
O -2.05680 -1.25217 -1.50981
O -2.11764 -2.57051 0.53286
C -0.61551 -3.33965 -1.45076
C -0.64028 -4.63914 -1.93129
C 0.52466 -5.22507 -2.39572
C 1.69822 -4.48261 -2.40776
C 1.71657 -3.18466 -1.92754
C 0.56183 -2.59358 -1.41067
P 0.58332 -0.87142 -0.72341
C 2.27753 -0.86526 0.00206
C 2.82196 -2.00413 0.59247
C 4.08349 -1.97576 1.16448
C 4.83606 -0.81028 1.14843
C 4.29721 0.33909 0.59570
C 3.02032 0.31485 0.05452
C 0.92649 -0.02639 -2.33845
C -0.16021 0.43691 -3.08295
C 0.03331 1.09068 -4.28998
C 1.31374 1.31176 -4.77292
C 2.40265 0.84971 -4.04793
C 2.21086 0.17631 -2.84981
H -1.58746 -5.16222 -1.93731
H 0.52282 -6.24782 -2.75238
H 2.61028 -4.92904 -2.78784
H 2.64341 -2.62679 -1.94996
H 2.24937 -2.91918 0.60046
H 4.48343 -2.87249 1.62460
H 5.82907 -0.79281 1.58183
H 4.86102 1.26313 0.59355
H 2.60240 1.22068 -0.36291
H -1.15261 0.27854 -2.69478
H -0.82393 1.45017 -4.84765
H 1.46685 1.83715 -5.70862
H 3.40970 1.02488 -4.40936
H 3.07640 -0.18602 -2.31483
S -5.28459 1.33743 3.25633
C -3.95719 0.74147 2.43807
S -2.35236 1.11583 2.87717
S -4.09681 -0.32582 1.12498
C -5.54403 2.09346 -1.85188
Si -3.75803 1.75909 -2.40114
C -3.81394 0.23251 -3.52934
C -3.20902 3.24530 -3.46730
Se -2.33608 1.78199 -0.65292
H -6.18579 2.30756 -2.71342
H -5.57828 2.94172 -1.16614
H -5.94477 1.22882 -1.31901
H -4.55869 0.36184 -4.32068
H -4.06733 -0.65490 -2.94642
H -2.84771 0.03688 -3.99885
H -3.87410 3.41370 -4.32019
H -2.19302 3.08696 -3.83671
H -3.19487 4.14747 -2.85099
```

Properties
E in eV: -185032.812
Relative energy (zero: lowest compared OMol25 entry of this formula, charge and spin) in kJ/mol: 256.55
LUMO level (alpha / beta) in Ha: 0.1510 / 0.1529
Frontier orbital gap (alpha / beta) in eV: 5.924 / 5.853
Total charge: -2
Spin multiplicity: 2
HOMO level (alpha / beta) in eV: -1.816 / -1.692

Atom charges from the Löwdin analysis, given in e for atoms 1 to 2: atom 1 (Ru): 0.621, atom 2 (C): -0.211

---

2.
Computed, not measured: a structure of composition C37H42BCaN14O2S7Sb, with ωB97M-V/def2-TZVPD.

```
105
Properties=species:S:1:pos:R:3
Ca 1.55834 -0.15916 0.90398
C 3.45477 3.22358 3.33641
C 3.19907 1.87570 3.06797
N 2.19835 1.74741 2.20945
N 1.77804 2.99218 1.91369
C 2.52761 3.89871 2.57467
B 0.65490 3.28703 0.89148
N 1.17217 2.99414 -0.55651
C 1.07533 3.70566 -1.69510
C 1.48528 2.91072 -2.74665
C 1.80796 1.69247 -2.14878
N 1.62672 1.74141 -0.83120
N -0.59956 2.38107 1.10522
C -1.87463 2.78179 1.26009
C -2.69707 1.67998 1.18371
C -1.81463 0.61397 0.96098
N -0.56043 1.04003 0.92189
N 0.21910 4.72953 1.13975
C -0.27689 5.16333 2.32734
C -0.44851 6.52136 2.24257
C -0.01167 6.84090 0.94348
N 0.39476 5.76718 0.28970
H 4.19399 3.64480 3.99388
H 3.68877 0.99527 3.45505
H 2.35041 4.95463 2.46605
H 0.73691 4.72527 -1.65931
H 1.53274 3.17529 -3.78849
H 2.15006 0.77785 -2.60947
H -2.12500 3.81725 1.40705
H -3.76637 1.65681 1.29700
H -2.03510 -0.43628 0.85249
H -0.45906 4.47203 3.13685
H -0.83083 7.18097 3.00142
H 0.02346 7.80414 0.45977
N 1.01141 -2.12152 4.34268
C 2.25416 -2.14395 3.86500
N 2.62688 -1.67837 2.69113
C 3.97262 -1.94231 2.48023
C 4.62373 -2.56405 3.48698
S 3.53195 -2.89248 4.78097
C 4.61971 -1.48794 1.24926
C 5.76763 -1.98712 0.74004
S 6.30264 -1.00584 -0.57632
C 4.90833 0.00199 -0.35937
N 4.09636 -0.38966 0.58714
N 4.72767 1.13005 -1.07647
H 0.22136 -1.75461 3.81586
H 0.82525 -2.36960 5.29721
H 5.67337 -2.78729 3.56258
H 6.32709 -2.84696 1.06428
H 5.24347 1.28111 -1.92371
H 3.84854 1.61521 -0.95987
S -4.44948 0.98701 4.43908
Sb -2.39828 0.19848 4.08821
S -2.14146 -1.92982 3.35272
S -0.50477 1.32066 4.47984
C 3.04382 -7.25112 -3.95315
C 2.55473 -6.35526 -2.84937
C 2.79103 -6.66519 -1.51575
C 2.33585 -5.83280 -0.50150
C 1.62555 -4.69133 -0.83077
C 1.38168 -4.35404 -2.15612
C 1.84952 -5.18792 -3.15352
S 1.05559 -3.65296 0.48766
C -0.70699 -3.90629 0.32677
O 1.26045 -2.23258 0.00803
H 3.63075 -8.07976 -3.56062
H 3.66425 -6.69714 -4.65869
H 2.20444 -7.66621 -4.51339
H 3.34471 -7.56138 -1.26464
H 2.53569 -6.06749 0.53724
H 0.83811 -3.44735 -2.39340
H 1.66459 -4.93412 -4.19060
H -0.99215 -3.60874 -0.68257
H -1.18726 -3.26969 1.07142
H -0.93796 -4.95313 0.51960
C -2.26761 1.65486 -4.67707
C -2.32813 2.46874 -3.39153
C -1.83000 1.69486 -2.17901
N -2.70678 0.58456 -1.84280
C -2.42153 -0.69552 -1.99802
S -0.98757 -1.30432 -2.61633
N -3.35012 -1.65372 -1.59351
C -4.48141 -1.69582 -0.77034
O -4.82188 -2.77728 -0.35105
C -5.23949 -0.46296 -0.41100
C -5.49267 -0.24456 0.94111
C -6.22101 0.86800 1.33047
C -6.71999 1.74149 0.37256
C -6.49352 1.50580 -0.97724
C -5.74700 0.40499 -1.37358
H -2.65703 2.22299 -5.52217
H -2.85424 0.73797 -4.59050
H -1.24093 1.36106 -4.90195
H -3.35127 2.81215 -3.20578
H -1.71191 3.36717 -3.48099
H -1.78368 2.34589 -1.30501
H -0.83696 1.29104 -2.35781
H -3.57880 0.83047 -1.40000
H -2.99761 -2.58784 -1.75172
H -5.10756 -0.93960 1.67811
H -6.39434 1.05036 2.38283
H -7.29244 2.60742 0.67826
H -6.89947 2.17791 -1.72174
H -5.55863 0.21838 -2.42469
```

Properties
E in eV: -165516.134
Relative energy (zero: lowest compared OMol25 entry of this formula, charge and spin) in kJ/mol: 11.61
LUMO level in Ha: 0.0040
Frontier orbital gap in eV: 7.896
Spin multiplicity: 1
HOMO level in eV: -7.786

Atom charges from the Löwdin analysis, given in e for atoms 1 to 2: atom 1 (Ca): 1.320, atom 2 (C): -0.045

---

3.
Computed, not measured: a structure of composition C37H42F3N3O5TeV at a distorted geometry, with ωB97M-V/def2-TZVPD.

```
92
Properties=species:S:1:pos:R:3
V -2.04033 1.84366 0.25429
O -3.30613 0.36366 -0.09549
C -4.53299 0.53935 -0.05287
C -5.23673 1.71318 0.34733
C -6.63675 1.65101 0.24422
C -7.40222 2.72238 0.61210
C -6.81489 3.89436 1.11340
C -5.45779 3.97279 1.23447
C -4.61346 2.89451 0.85602
O -3.33926 3.04399 1.00587
N -8.84913 2.64003 0.48703
O -9.50258 3.60823 0.82852
O -9.32811 1.59998 0.07075
H -5.15238 -0.31861 -0.33997
H -7.11478 0.75646 -0.13022
H -7.45432 4.71775 1.39697
H -4.97604 4.85800 1.62521
F -3.12100 1.02160 2.98020
C -1.95342 0.86639 2.27894
F -0.97863 1.35334 3.10385
F -1.75588 -0.49363 2.26153
C 1.87526 3.19059 0.38579
C 0.85138 2.34923 -0.30625
O 1.28660 1.64210 -1.31805
N -0.38261 2.36098 0.04908
Te 2.26672 -0.35426 1.56828
C 3.43332 -1.48986 2.93691
C 4.60579 -0.95527 3.47892
C 5.09832 0.44012 3.20138
C 5.38875 -1.75475 4.31019
C 5.03809 -3.05853 4.61737
C 5.89379 -3.90950 5.51219
C 3.85151 -3.55571 4.09241
C 3.03490 -2.79412 3.26798
C 1.75245 -3.39545 2.76686
C 2.37498 -1.73476 -0.04123
C 3.60995 -2.14551 -0.54977
C 4.91311 -1.58604 -0.05714
C 3.63601 -3.11803 -1.54840
C 2.47801 -3.68782 -2.04959
C 2.52527 -4.75430 -3.10699
C 1.26002 -3.24182 -1.54944
C 1.18532 -2.26795 -0.56310
C -0.16745 -1.80438 -0.10464
H 2.84127 2.69085 0.37656
H 1.55777 3.41167 1.40058
H 1.95848 4.12404 -0.17538
H 4.29681 1.12927 2.94875
H 5.80324 0.43943 2.36580
H 5.62184 0.83164 4.07337
H 6.29806 -1.33667 4.72809
H 6.81469 -3.39519 5.78347
H 6.16035 -4.84729 5.02271
H 5.36466 -4.16111 6.43289
H 3.54410 -4.56600 4.33969
H 1.53660 -4.32403 3.29365
H 1.80328 -3.61616 1.69847
H 0.91846 -2.70832 2.91900
H 4.86058 -0.50032 0.03859
H 5.72186 -1.84137 -0.74097
H 5.16317 -1.98376 0.92834
H 4.59592 -3.43714 -1.93953
H 3.54792 -4.94673 -3.42826
H 1.94338 -4.46574 -3.98392
H 2.10797 -5.69099 -2.73357
H 0.33957 -3.66304 -1.94090
H -0.96024 -2.32420 -0.64395
H -0.29102 -0.72811 -0.27526
H -0.31314 -1.95406 0.96267
C 0.27979 -0.57631 -3.34523
N -0.36200 0.72051 -3.13268
C -0.04370 1.60804 -4.25504
C -1.82383 0.52195 -2.97579
C -2.57898 1.82238 -2.88487
C -3.13893 2.33361 -4.05471
C -3.69250 3.60381 -4.08839
C -3.66841 4.37568 -2.93901
C -3.15376 3.84393 -1.76216
C -2.62655 2.55416 -1.69186
H 1.36440 -0.46695 -3.30833
H -0.00336 -1.00362 -4.31664
H -0.01939 -1.26667 -2.56014
H 0.50546 1.25513 -1.88375
H -0.45978 1.22753 -5.19738
H 1.03973 1.67276 -4.35395
H -0.44350 2.60348 -4.07486
H -1.97381 -0.09315 -2.08480
H -2.18546 -0.05959 -3.83721
H -3.11577 1.73306 -4.95778
H -4.12026 3.99013 -5.00416
H -4.07150 5.38070 -2.94593
H -3.18613 4.45942 -0.87112
```

Properties
E in eV: -94888.926
Relative energy (zero: lowest compared OMol25 entry of this formula, charge and spin) in kJ/mol: 0.00
LUMO level (alpha / beta) in Ha: -0.0460 / -0.0431
Frontier orbital gap (alpha / beta) in eV: 6.388 / 6.466
Spin multiplicity: 2
HOMO level (alpha / beta) in eV: -7.639 / -7.640

Atom charges from the Löwdin analysis, given in e for atoms 1 to 2: atom 1 (V): 1.034, atom 2 (O): -0.089

---

4.
Computed, not measured: a structure of composition C37H42GeMnN4SeSi at a distorted geometry, with ωB97M-V/def2-TZVPD.

```
87
Properties=species:S:1:pos:R:3
Mn 1.84331 -0.13288 2.28553
C 5.15874 1.51358 2.95743
C 3.71967 1.49628 2.50618
C 3.42911 1.04139 1.24488
C 2.20063 1.34323 0.64559
C 2.05073 1.18019 -0.82188
C 1.16955 1.86369 1.39928
C 1.42092 2.26071 2.71726
C 0.28621 2.80395 3.46106
C 2.68292 1.99966 3.30058
H 5.25448 1.74284 4.01075
H 5.66465 2.32679 2.45028
H 5.69551 0.59562 2.65419
H 4.24895 0.67519 0.56890
H 2.97843 0.83641 -1.25980
H 1.70439 2.16071 -1.25044
H 1.28450 0.49405 -1.14921
H 0.18081 2.09620 1.05881
H 0.52071 3.53103 4.31943
H -0.26636 2.05786 4.05242
H -0.41094 3.32261 2.80201
H 2.96909 2.27529 4.27583
N -0.55785 -1.88450 5.15380
C -1.67302 -1.34969 4.52106
C -1.14380 -0.59495 3.46821
N 0.16798 -0.70290 3.49121
C 0.52385 -1.52383 4.44247
C 1.92688 -1.83561 4.60520
N 2.72078 -1.51444 3.62382
C 3.97692 -1.87842 4.07138
C 3.90114 -2.41358 5.35207
N 2.58409 -2.31633 5.69579
H -0.64631 -2.65205 5.81458
H -2.62318 -1.41092 4.96501
H -1.73967 0.11326 2.89937
H 4.93719 -1.81245 3.49582
H 4.65176 -2.88150 5.94298
H 2.12319 -2.61534 6.53656
C -0.03716 -5.32104 -0.99517
Si 1.55299 -4.33875 -0.88516
C 2.54935 -4.53214 0.69423
C 2.49203 -4.19990 -2.46115
Se 0.57020 -2.08075 -0.30389
H 0.09160 -6.20226 -1.67075
H -0.87128 -4.72837 -1.26518
H -0.33679 -5.81437 -0.03274
H 3.35342 -5.20095 0.69886
H 1.98499 -4.75941 1.61156
H 2.97297 -3.56967 0.99088
H 1.81211 -3.84145 -3.20285
H 2.74428 -5.18866 -2.74332
H 3.33271 -3.47033 -2.43365
C 1.32799 -1.28609 0.99076
Ge -3.08161 1.49538 -3.15325
C -4.09217 -0.12452 -3.28982
C -5.32534 -0.36774 -2.62284
C -5.93174 -1.55855 -2.92028
C -5.30877 -2.52776 -3.61940
C -4.06681 -2.39539 -4.21198
C -3.50322 -1.13804 -4.03809
C -3.49764 3.08215 -2.10919
C -4.82548 3.41467 -1.78437
C -5.13993 4.60123 -1.12727
C -4.15224 5.51308 -0.85139
C -2.85330 5.20279 -1.22864
C -2.45483 4.01641 -1.76206
C -1.37029 1.68636 -3.95758
C -0.42422 0.64003 -3.73358
C 0.90010 0.75913 -4.14791
C 1.24977 1.92925 -4.79246
C 0.38857 2.97659 -4.97730
C -0.91696 2.85135 -4.55892
H -5.69465 0.47378 -2.04971
H -6.93654 -1.78183 -2.55234
H -5.84763 -3.46736 -3.84813
H -3.74647 -3.19660 -4.90583
H -2.51100 -1.00316 -4.46182
H -5.63198 2.74536 -2.06549
H -6.15624 4.80043 -0.94623
H -4.31069 6.49093 -0.41079
H -2.05598 5.94991 -0.95423
H -1.41044 3.77578 -1.94442
H -0.77991 -0.20635 -3.22066
H 1.64910 0.05346 -3.97983
H 2.31276 2.02626 -5.01530
H 0.68719 3.92145 -5.46289
H -1.61674 3.68450 -4.59682
```

Properties
E in eV: -206044.806
Relative energy (zero: lowest compared OMol25 entry of this formula, charge and spin) in kJ/mol: 159.13
LUMO level (alpha / beta) in Ha: -0.2992 / -0.2992
Frontier orbital gap (alpha / beta) in eV: 7.470 / 7.471
Total charge: +3
Spin multiplicity: 1
HOMO level (alpha / beta) in eV: -15.611 / -15.612

Atom charges from the Löwdin analysis, given in e for atoms 1 to 2: atom 1 (Mn): 0.455, atom 2 (C): 0.006

---

5.
Computed, not measured: a cluster of 2 separate species, C37H42NO3Si in total at a distorted geometry, with ωB97M-V/def2-TZVPD.

```
84
Properties=species:S:1:pos:R:3
C -4.70030 3.66194 -1.46098
C -3.95605 2.33518 -1.63300
C -2.57280 2.68252 -1.18399
C -2.51902 4.06658 -0.89435
O -3.71553 4.69236 -1.05663
C -1.30491 4.68847 -0.53106
C -0.15481 3.94061 -0.58735
C -0.17632 2.53372 -0.89710
C 0.99376 1.76621 -1.13729
C 2.21134 2.36489 -1.57292
C 3.47540 1.76565 -1.28890
C 4.62785 2.51035 -1.43240
C 4.56540 3.79619 -2.02658
O 5.74737 4.46588 -2.02612
C 6.76133 3.55144 -1.43902
C 6.04938 2.25098 -1.06446
C 3.35603 4.33808 -2.49176
C 2.20905 3.62427 -2.26906
C -1.44889 1.91595 -1.00966
H -5.16701 4.01762 -2.38833
H -5.44556 3.60533 -0.65675
H -4.39122 1.52711 -1.02830
H -3.98705 2.03196 -2.68948
H -1.29518 5.74134 -0.25564
H 0.80523 4.42932 -0.41523
H 0.95515 0.70727 -0.87390
H 3.53350 0.75802 -0.87788
H 7.53445 3.40479 -2.19963
H 7.21368 4.05298 -0.57538
H 6.16762 2.03892 -0.00162
H 6.45242 1.41168 -1.63486
H 3.35284 5.30698 -2.98652
H 1.26270 4.05786 -2.59278
H -1.53116 0.83667 -1.06181
C -0.58047 1.31886 2.77087
Si -1.54695 -0.25337 2.51692
C -1.41675 -1.38967 3.97362
C -3.31895 0.14933 2.13931
O -0.86834 -0.96345 1.16494
C -0.60569 -2.24308 0.62730
C 0.69215 -2.84198 1.17653
C 1.62871 -2.07095 1.86930
C 2.77687 -2.69152 2.37027
C 2.96445 -4.06656 2.21471
C 2.10417 -4.80624 1.39591
C 0.97138 -4.18469 0.86509
C -1.82080 -3.14446 0.89847
C -1.77027 -4.15696 1.86124
C -2.90526 -4.91150 2.16329
C -4.14118 -4.56001 1.62141
C -4.20442 -3.52986 0.67467
C -3.04279 -2.85663 0.28495
C -0.33480 -2.12664 -0.89235
C 1.12074 -2.02736 -1.43325
C 0.97127 -1.32939 -2.79139
C -0.49138 -0.86485 -2.88845
N -0.98208 -1.03926 -1.52838
H -1.04107 1.92629 3.56734
H 0.44878 1.07060 3.06701
H -0.54370 1.91531 1.84822
H -1.55151 -0.79743 4.89275
H -2.19815 -2.15908 3.93545
H -0.43742 -1.88544 4.01537
H -3.74228 0.71495 2.98363
H -3.38668 0.76829 1.23479
H -3.92156 -0.75426 1.99138
H 1.46992 -0.99531 2.01465
H 3.50420 -2.06506 2.88679
H 3.78849 -4.56350 2.72605
H 2.29236 -5.86077 1.17986
H 0.26945 -4.74049 0.22948
H -0.84405 -4.37227 2.39074
H -2.78594 -5.77167 2.81902
H -5.04329 -5.10070 1.91070
H -5.14957 -3.23759 0.21160
H -3.09084 -2.08094 -0.47990
H -0.69725 -3.08363 -1.32157
H 1.74535 -1.43183 -0.75153
H 1.57970 -3.02585 -1.49526
H 1.64423 -0.47121 -2.86752
H 1.19358 -2.03316 -3.59825
H -0.61709 0.18436 -3.18216
H -1.01145 -1.49864 -3.63373
H -1.98247 -0.93985 -1.38915
```

Properties
E in eV: -54555.748
LUMO level in Ha: -0.1705
Frontier orbital gap in eV: 6.202
Total charge: +1
Spin multiplicity: 1
HOMO level in eV: -10.841

Atom charges from the Löwdin analysis, given in e for atoms 1 to 2: atom 1 (C): -0.087, atom 2 (C): -0.084